Density functional theory data (wB97M-V/def2-TZVPD) for the molecule C10H16S.

Last column: Löwdin charge in e.
CARTESIAN COORDINATES (ANGSTROEM)
1 C -1.23 -0.02 1.55  -0.020
2 C -0.43 0.74 0.54  -0.400
3 C -1.36 -1.88 -0.10  -0.181
4 C 0.07 -1.54 -0.45  -0.140
5 C -1.86 -1.09 1.02  -0.105
6 C 0.39 -0.06 -0.57  -0.352
7 C 1.09 0.61 0.63  -0.673
8 C -1.15 1.85 -0.21  -0.082
9 C 0.77 0.29 -2.00  -0.048
10 C 1.93 -0.23 1.39  -0.127
11 S 1.70 2.36 0.49  0.797
12 H -1.74 0.64 2.21  0.097
13 H -2.12 -1.67 -0.80  0.105
14 H -1.38 -3.01 0.20  0.156
15 H 0.66 -2.02 0.33  0.110
16 H 0.29 -1.93 -1.39  0.080
17 H -2.85 -1.34 1.45  0.114
18 H -0.59 2.83 -0.04  0.048
19 H -2.18 1.96 0.28  0.092
20 H -1.47 1.58 -1.28  0.105
21 H 0.34 -0.49 -2.72  0.105
22 H 1.88 0.23 -2.12  0.094
23 H 0.55 1.28 -2.33  0.048
24 H 2.23 0.31 2.28  0.076
25 H 2.81 -0.58 0.74  0.136
26 H 1.53 -1.14 1.76  0.059
27 H 2.12 2.36 -0.85  -0.093

Calculated values
SMILES = C[C@]1(S)[C@]2(C)C=CCC[C@]12C
E = -788.678075 Ha
Highest occupied orbital energy = -8.276 eV
Energy relative to the best compared isomer or geometry (same formula, charge and spin) = 88.2 kcal per mole